{"formula": "C21H20N2O2", "method": "ωB97M-V/def2-TZVPD", "elements": ["C", "C", "C", "O", "N", "C", "O", "H", "H", "H", "H", "C", "N", "C", "C", "C", "C", "C", "C", "C", "C", "C", "C", "C", "C", "C", "C", "C", "C", "H", "H", "H", "H", "H", "H", "H", "H", "H", "H", "H", "H", "H", "H", "H", "H"], "positions_angstrom": [[-1.90957, 0.16255, 2.17760], [-0.89518, 1.25381, 2.41786], [0.48937, 0.54939, 2.26382], [1.53676, 1.17115, 2.31147], [0.31096, -0.81245, 2.05894], [-1.03698, -1.07145, 1.94323], [-1.56376, -2.17548, 1.69877], [-2.56185, -0.01012, 3.04113], [-2.53594, 0.33819, 1.29688], [-0.98459, 2.07194, 1.69492], [-0.98216, 1.66922, 3.42763], [2.74690, -8.39830, 3.60098], [2.81111, -7.15767, 2.84435], [3.89681, -6.75339, 2.11660], [3.61500, -5.49107, 1.52052], [4.47650, -4.66288, 0.79443], [4.11977, -3.80025, -0.27069], [2.86953, -3.80329, -0.95180], [2.61553, -2.86908, -1.95106], [3.55668, -1.85726, -2.21498], [3.19443, -0.71421, -3.11591], [4.86082, -1.97158, -1.70691], [5.13601, -2.92545, -0.75011], [2.28340, -5.11793, 1.97619], [1.61409, -3.90509, 1.96743], [0.47950, -3.82181, 2.77369], [-0.05056, -4.88093, 3.51476], [0.64536, -6.09830, 3.54050], [1.80406, -6.18163, 2.78300], [1.82774, -8.41950, 4.19504], [2.78696, -9.28686, 2.94784], [3.61200, -8.47789, 4.27506], [4.77401, -7.37836, 2.02290], [5.53718, -4.72113, 1.04590], [2.11777, -4.54787, -0.69989], [1.67913, -2.91411, -2.51948], [4.04673, -0.03913, -3.21909], [2.89141, -1.07855, -4.10869], [2.36463, -0.10405, -2.73725], [5.63604, -1.27420, -2.03940], [6.11901, -3.00647, -0.28713], [1.90415, -3.04969, 1.36037], [-0.05365, -2.89450, 2.74476], [-0.97710, -4.72856, 4.07129], [0.33507, -6.94762, 4.14482]], "nbo_charge": [-0.52, -0.53, 0.67, -0.66, -0.72, 0.64, -0.71, 0.22, 0.22, 0.21, 0.21, -0.41, -0.29, 0.11, -0.18, 0.09, -0.18, -0.11, -0.21, 0.08, -0.65, -0.19, -0.11, -0.10, -0.19, -0.14, -0.19, -0.24, 0.17, 0.23, 0.22, 0.22, 0.22, 0.21, 0.24, 0.23, 0.22, 0.23, 0.25, 0.22, 0.21, 0.25, 0.29, 0.23, 0.21], "charge": 0, "homo_lumo_gap_ev": 4.58}

{"formula": "C6H5NS", "method": "ωB97M-V/def2-TZVPD", "elements": ["C", "C", "S", "C", "C", "C", "C", "N", "H", "H", "H", "H", "H"], "positions_angstrom": [[-1.66422, 1.00196, -1.12243], [-1.53303, -0.12171, -0.36362], [-1.52246, -1.87502, -0.29112], [-1.04139, -0.46573, 1.00918], [0.32823, -0.43949, 1.47931], [1.35554, -0.22976, 0.70354], [2.19580, 0.04192, -0.22560], [3.29115, 0.21760, -0.85280], [-1.40265, 1.92732, -0.63003], [-1.97839, 0.75404, -2.08586], [-1.93942, -0.55175, 1.63084], [0.52993, -0.62251, 2.55110], [3.38092, 0.36312, -1.80252]], "nbo_charge": [-0.45, -0.13, 0.14, -0.28, -0.18, -0.16, 0.36, -0.62, 0.23, 0.22, 0.25, 0.23, 0.37], "charge": 0, "homo_lumo_gap_ev": 7.79}

{"formula": "C20H26B2F9N8O7Ti", "method": "ωB97M-V/def2-TZVPD", "elements": ["Ti", "C", "C", "N", "O", "B", "F", "F", "O", "N", "C", "C", "C", "N", "O", "B", "F", "F", "O", "N", "C", "C", "C", "H", "H", "H", "H", "H", "H", "H", "H", "H", "H", "H", "H", "N", "C", "C", "C", "C", "N", "C", "N", "N", "C", "O", "O", "H", "H", "H", "H", "H", "H", "H", "H", "H", "H", "H", "H", "H", "H", "F", "C", "C", "F", "C", "F", "C", "O", "C", "F", "C", "F"], "positions_angstrom": [[0.67661, -0.68865, -0.12677], [1.57081, 0.68044, 3.89585], [1.59738, 0.00118, 2.58493], [0.89101, 0.34905, 1.57500], [0.05154, 1.41013, 1.63620], [0.59738, 2.61354, 0.86473], [-0.31394, 3.61879, 1.08510], [1.89157, 2.85427, 1.27851], [0.56571, 2.33570, -0.62370], [1.25485, 1.24844, -0.97607], [1.74708, 1.21198, -2.15307], [1.73069, 2.33154, -3.12461], [2.33797, -0.12685, -2.45185], [1.88630, -1.03721, -1.66901], [2.43138, -2.28860, -1.64827], [3.68434, -2.36385, -0.73125], [4.36421, -1.15384, -0.77612], [4.38656, -3.45803, -1.09064], [3.15202, -2.57299, 0.68523], [2.46055, -1.49226, 1.07787], [2.48668, -1.16679, 2.30906], [3.30046, -1.83527, 3.36034], [3.37828, -0.35590, -3.47241], [0.86545, 1.50288, 3.89395], [2.56711, 1.06834, 4.12009], [1.31650, -0.03645, 4.67962], [1.48126, 3.25966, -2.62302], [0.98533, 2.13065, -3.90036], [2.70056, 2.43081, -3.61032], [3.98487, -2.54236, 2.90597], [2.65133, -2.37330, 4.05736], [3.86350, -1.10076, 3.93714], [3.22028, 0.27204, -4.34665], [3.41431, -1.40438, -3.75420], [4.34480, -0.09742, -3.03212], [-1.82967, -0.62263, 1.19061], [-2.49936, 0.42586, 0.40647], [-4.02064, 0.27173, 0.35277], [-4.84227, 1.38098, -0.30786], [-4.58895, 2.80198, 0.18735], [-3.41354, 3.37342, -0.47761], [-2.87144, 4.54485, -0.19554], [-3.40902, 5.32673, 0.73921], [-1.80581, 4.96742, -0.88403], [-1.86431, 0.48434, -0.98165], [-2.26390, 1.20174, -1.85931], [-0.77374, -0.29142, -1.10111], [-2.30590, -1.50644, 1.07440], [-1.82343, -0.39553, 2.17560], [-2.23395, 1.38148, 0.85290], [-4.35618, 0.16033, 1.38590], [-4.25385, -0.66803, -0.15673], [-5.89220, 1.15950, -0.12206], [-4.71061, 1.35224, -1.39091], [-4.43554, 2.81063, 1.27142], [-5.46908, 3.40596, -0.03504], [-2.97215, 2.79658, -1.18021], [-4.20673, 5.02492, 1.26910], [-2.95941, 6.18047, 1.02122], [-1.33040, 4.33108, -1.49959], [-1.30457, 5.79018, -0.59728], [0.62100, -7.39924, -1.27861], [0.51539, -6.19663, -0.86295], [0.78873, -5.91231, 0.49484], [1.14961, -6.87925, 1.29002], [0.67734, -4.64153, 0.93604], [0.93525, -4.34495, 2.17412], [0.30173, -3.57274, 0.04949], [0.24914, -2.38037, 0.48574], [0.02604, -3.91408, -1.33242], [-0.34456, -2.98366, -2.14460], [0.12249, -5.18569, -1.77267], [-0.13019, -5.50247, -3.01354]], "lowdin_charge": [1.26, 0.05, -0.16, -0.07, 0.03, -1.05, 0.18, 0.19, 0.06, 0.00, -0.18, 0.04, -0.16, -0.06, 0.04, -1.03, 0.18, 0.23, 0.07, 0.00, -0.20, 0.04, 0.05, 0.10, 0.12, 0.11, 0.09, 0.12, 0.10, 0.10, 0.11, 0.10, 0.10, 0.11, 0.13, 0.07, -0.27, -0.12, -0.16, -0.15, 0.10, -0.43, 0.23, 0.22, -0.45, 0.13, -0.12, 0.10, 0.11, 0.14, 0.13, 0.13, 0.13, 0.12, 0.13, 0.13, 0.11, 0.12, 0.14, 0.12, 0.13, 0.26, -0.06, -0.11, 0.21, -0.11, 0.20, -0.14, -0.06, -0.13, 0.20, -0.11, 0.21], "charge": 2, "homo_lumo_gap_ev": [8.03, 6.11], "s_squared": 0.7696, "spin_multiplicity": 2}

{"formula": "C23H25ClFN5O3", "method": "ωB97M-V/def2-TZVPD", "elements": ["C", "C", "N", "C", "O", "C", "N", "C", "C", "C", "C", "F", "C", "C", "C", "C", "Cl", "C", "C", "N", "N", "C", "C", "C", "C", "C", "C", "C", "C", "O", "N", "C", "O", "H", "H", "H", "H", "H", "H", "H", "H", "H", "H", "H", "H", "H", "H", "H", "H", "H", "H", "H", "H", "H", "H", "H", "H", "H"], "positions_angstrom": [[-2.87086, 1.07206, 2.97924], [-2.59891, 0.52665, 1.58218], [-1.33730, -0.20414, 1.52182], [-1.34146, -1.53486, 1.81885], [-2.37951, -2.14772, 1.96421], [0.04051, -2.18028, 1.90253], [0.08546, -3.60948, 1.67553], [-0.51810, -4.39446, 2.73486], [-0.41753, -3.98234, 0.35889], [0.43717, -3.36869, -0.71523], [-0.06456, -2.44762, -1.62485], [-1.37161, -2.10220, -1.56010], [0.70810, -1.84866, -2.60303], [2.05003, -2.17362, -2.68199], [2.59500, -3.08807, -1.79848], [1.79347, -3.67738, -0.83233], [2.49221, -4.81848, 0.24542], [-0.14955, 0.56376, 1.40270], [0.22877, 1.01873, 0.16006], [-0.44891, 0.65889, -0.95816], [1.34941, 1.79529, 0.00578], [1.78318, 2.21213, -1.31965], [0.80918, 3.15695, -1.97631], [0.44701, 2.98993, -3.30815], [-0.44322, 3.86521, -3.90683], [-0.98636, 4.90858, -3.17713], [-0.62950, 5.08068, -1.84960], [0.26571, 4.21193, -1.25247], [2.14046, 2.17175, 1.08490], [3.11822, 2.87052, 0.95143], [1.72929, 1.69261, 2.29244], [0.62780, 0.87279, 2.57188], [0.41982, 0.50675, 3.70876], [-2.92739, 0.25027, 3.68740], [-3.81273, 1.61442, 2.99017], [-2.07254, 1.73997, 3.29336], [-3.38576, -0.17706, 1.30014], [-2.56190, 1.34462, 0.85571], [0.42849, -1.97831, 2.90551], [0.71069, -1.70081, 1.18109], [-0.08268, -4.08649, 3.68397], [-0.27737, -5.44467, 2.56711], [-1.60553, -4.27984, 2.78861], [-0.34793, -5.07222, 0.28249], [-1.46897, -3.69448, 0.21560], [0.25096, -1.15020, -3.28542], [2.67289, -1.71894, -3.43651], [3.63859, -3.35251, -1.85507], [-0.41622, 1.24987, -1.77193], [-1.28904, 0.12221, -0.81259], [2.74227, 2.71908, -1.16623], [1.94784, 1.32433, -1.93896], [0.87353, 2.17822, -3.88167], [-0.71341, 3.72970, -4.94323], [-1.68279, 5.58893, -3.64285], [-1.04547, 5.89732, -1.27932], [0.55461, 4.35287, -0.22133], [2.30644, 1.94647, 3.08679]], "nbo_charge": [-0.61, -0.21, -0.47, 0.69, -0.64, -0.33, -0.43, -0.41, -0.26, -0.15, 0.47, -0.34, -0.31, -0.19, -0.24, 0.00, 0.04, -0.11, 0.46, -0.80, -0.44, -0.26, -0.08, -0.23, -0.20, -0.21, -0.21, -0.15, 0.80, -0.62, -0.63, 0.64, -0.61, 0.22, 0.21, 0.21, 0.23, 0.19, 0.25, 0.21, 0.20, 0.19, 0.20, 0.22, 0.21, 0.22, 0.22, 0.23, 0.42, 0.43, 0.28, 0.21, 0.21, 0.22, 0.22, 0.22, 0.21, 0.43], "charge": 0, "homo_lumo_gap_ev": 8.48}

- What is the formula in the first record?
  C21H20N2O2

- What is the formula in the second record?
  C6H5NS